(1)
{
  "formula": "C6H14O",
  "method": "ωB97M-V with the def2-TZVPD basis set",
  "gap_ha": 0.403,
  "e_above_lowest_kj_mol": 71.3,
  "energy_ha": -312.22789,
  "smiles": "CCCCCOC",
  "total_charge": 0,
  "max_force_ev_per_a": 0.559,
  "symbols": ["C", "C", "C", "C", "C", "O", "C", "H", "H", "H", "H", "H", "H", "H", "H", "H", "H", "H", "H", "H", "H"],
  "xyz": [[-3.506, -0.224, -0.479], [-2.281, -0.353, 0.428], [-0.973, -0.054, -0.315], [0.274, -0.114, 0.573], [1.580, 0.195, -0.148], [2.612, 0.200, 0.810], [3.851, 0.396, 0.188], [-4.439, -0.416, 0.063], [-3.456, -0.931, -1.316], [-3.572, 0.785, -0.903], [-2.389, 0.329, 1.284], [-2.243, -1.365, 0.852], [-0.864, -0.771, -1.142], [-1.063, 0.938, -0.783], [0.391, -1.123, 0.996], [0.174, 0.585, 1.413], [1.787, -0.593, -0.897], [1.566, 1.173, -0.688], [4.040, -0.377, -0.575], [4.622, 0.347, 0.960], [3.888, 1.374, -0.323]],
  "nbo_charge": [-0.60, -0.39, -0.39, -0.41, -0.05, -0.54, -0.25, 0.21, 0.20, 0.20, 0.20, 0.20, 0.19, 0.19, 0.20, 0.21, 0.16, 0.16, 0.16, 0.19, 0.16]
}

=====

(2)
{
  "formula": "C19H25AsClFeN4O8S",
  "method": "ωB97M-V with the def2-TZVPD basis set",
  "gap_ha": [0.293, 0.286],
  "e_above_lowest_kj_mol": 0.0,
  "energy_ha": -5917.91069,
  "total_charge": 0,
  "spin_multiplicity": 2,
  "max_force_ev_per_a": 0.568,
  "symbols": ["Fe", "O", "As", "O", "O", "C", "C", "C", "C", "C", "C", "S", "O", "O", "O", "H", "H", "H", "H", "H", "N", "C", "C", "C", "C", "N", "C", "N", "N", "C", "O", "O", "H", "H", "H", "H", "H", "H", "H", "H", "H", "H", "H", "H", "H", "H", "Cl", "C", "C", "C", "C", "C", "C", "C", "H", "H", "H", "H", "H", "H"],
  "xyz": [[0.919, 0.647, -0.738], [1.296, 1.175, 3.683], [1.445, 0.283, 2.164], [1.394, 1.486, 0.998], [0.210, -0.799, 2.072], [3.212, -0.480, 2.334], [3.676, -0.678, 3.630], [4.931, -1.228, 3.854], [5.732, -1.582, 2.779], [5.279, -1.389, 1.482], [4.028, -0.835, 1.255], [3.564, -0.588, -0.456], [2.080, -0.892, -0.461], [4.282, -1.566, -1.227], [3.763, 0.805, -0.796], [1.445, 2.105, 3.477], [3.054, -0.395, 4.468], [5.276, -1.380, 4.868], [6.711, -2.012, 2.947], [5.883, -1.674, 0.633], [-0.605, -0.586, -0.697], [-1.878, 0.091, -0.961], [-2.989, -0.375, -0.021], [-2.646, -0.459, 1.475], [-2.146, 0.817, 2.157], [-2.814, 2.044, 1.719], [-4.116, 2.237, 1.722], [-4.633, 3.048, 0.790], [-4.901, 1.647, 2.633], [-1.657, 1.616, -0.967], [-2.652, 2.360, -1.038], [-0.470, 2.020, -0.858], [-0.444, -1.388, -1.299], [-0.503, -0.887, 0.291], [-2.191, -0.128, -1.987], [-3.306, -1.376, -0.323], [-3.843, 0.282, -0.206], [-1.851, -1.188, 1.652], [-3.536, -0.845, 1.980], [-1.089, 0.965, 1.927], [-2.199, 0.715, 3.243], [-2.357, 2.508, 0.934], [-4.088, 3.145, -0.064], [-5.612, 3.270, 0.780], [-4.486, 1.197, 3.430], [-5.897, 1.770, 2.619], [-1.592, 1.144, -4.108], [-0.571, -0.271, -4.170], [-1.060, -1.380, -4.844], [-0.310, -2.543, -4.887], [0.926, -2.584, -4.252], [1.397, -1.474, -3.575], [0.663, -0.278, -3.510], [1.165, 0.864, -2.729], [-2.024, -1.320, -5.331], [-0.689, -3.409, -5.413], [1.526, -3.484, -4.283], [2.360, -1.518, -3.082], [0.688, 1.810, -2.963], [2.255, 0.942, -2.748]],
  "nbo_charge": [1.30, -1.03, 2.43, -1.18, -1.21, -0.32, -0.21, -0.20, -0.20, -0.18, -0.35, 2.41, -1.01, -0.96, -0.96, 0.50, 0.23, 0.22, 0.22, 0.25, -0.80, -0.20, -0.41, -0.44, -0.24, -0.57, 0.68, -0.78, -0.78, 0.80, -0.77, -0.68, 0.41, 0.45, 0.25, 0.22, 0.22, 0.26, 0.20, 0.26, 0.21, 0.45, 0.47, 0.40, 0.42, 0.41, -0.01, -0.04, -0.24, -0.22, -0.23, -0.14, -0.09, -0.59, 0.22, 0.22, 0.22, 0.23, 0.23, 0.23]
}

=====

(3)
{
  "formula": "C4H13NSi",
  "method": "ωB97M-V with the def2-TZVPD basis set",
  "gap_ha": [0.239, 0.354],
  "e_above_lowest_kj_mol": 49.2,
  "energy_ha": -504.27212,
  "total_charge": 0,
  "spin_multiplicity": 3,
  "max_force_ev_per_a": 5.525,
  "symbols": ["C", "C", "C", "C", "N", "Si", "H", "H", "H", "H", "H", "H", "H", "H", "H", "H", "H", "H", "H"],
  "xyz": [[0.354, -1.533, -1.717], [2.101, -0.402, -0.593], [-0.502, 1.368, 2.122], [0.926, -0.147, -1.444], [-2.579, 0.066, 0.748], [-1.184, 1.011, 0.368], [-0.813, -1.505, -1.874], [0.904, -1.945, -2.479], [0.411, -2.052, -0.807], [2.975, -0.555, -1.135], [1.938, -1.275, 0.191], [2.550, 0.460, 0.004], [0.527, 1.705, 2.063], [-1.162, 1.964, 2.657], [-0.285, 0.507, 2.710], [0.940, 0.391, -2.312], [-3.366, -0.257, 0.183], [-2.689, -0.095, 1.714], [-1.047, 2.294, -0.400]],
  "nbo_charge": [-0.66, -0.69, -1.12, -0.08, -1.30, 1.14, 0.20, 0.21, 0.20, 0.23, 0.21, 0.21, 0.24, 0.22, 0.23, 0.16, 0.40, 0.39, -0.21]
}

=====

(4)
{
  "formula": "C2H4N2S",
  "method": "ωB97M-V with the def2-TZVPD basis set",
  "gap_ha": 0.310,
  "e_above_lowest_kj_mol": 261.0,
  "energy_ha": -586.19499,
  "smiles": "C=NNC=S",
  "total_charge": 0,
  "max_force_ev_per_a": 3.967,
  "symbols": ["C", "N", "N", "C", "S", "H", "H", "H", "H"],
  "xyz": [[-0.521, 1.713, -0.705], [-0.464, 0.355, -0.697], [0.403, -0.360, 0.115], [0.184, -1.650, 0.682], [-0.824, -2.894, 0.199], [0.320, 2.365, -0.417], [-1.363, 2.345, -1.035], [1.410, -0.114, 0.285], [0.856, -1.760, 1.573]],
  "nbo_charge": [-0.11, -0.22, -0.45, -0.09, -0.05, 0.15, 0.20, 0.37, 0.20]
}

=====

Repeat the first record exactly.
{
  "formula": "C6H14O",
  "method": "ωB97M-V with the def2-TZVPD basis set",
  "gap_ha": 0.403,
  "e_above_lowest_kj_mol": 71.3,
  "energy_ha": -312.22789,
  "smiles": "CCCCCOC",
  "total_charge": 0,
  "max_force_ev_per_a": 0.559,
  "symbols": ["C", "C", "C", "C", "C", "O", "C", "H", "H", "H", "H", "H", "H", "H", "H", "H", "H", "H", "H", "H", "H"],
  "xyz": [[-3.506, -0.224, -0.479], [-2.281, -0.353, 0.428], [-0.973, -0.054, -0.315], [0.274, -0.114, 0.573], [1.580, 0.195, -0.148], [2.612, 0.200, 0.810], [3.851, 0.396, 0.188], [-4.439, -0.416, 0.063], [-3.456, -0.931, -1.316], [-3.572, 0.785, -0.903], [-2.389, 0.329, 1.284], [-2.243, -1.365, 0.852], [-0.864, -0.771, -1.142], [-1.063, 0.938, -0.783], [0.391, -1.123, 0.996], [0.174, 0.585, 1.413], [1.787, -0.593, -0.897], [1.566, 1.173, -0.688], [4.040, -0.377, -0.575], [4.622, 0.347, 0.960], [3.888, 1.374, -0.323]],
  "nbo_charge": [-0.60, -0.39, -0.39, -0.41, -0.05, -0.54, -0.25, 0.21, 0.20, 0.20, 0.20, 0.20, 0.19, 0.19, 0.20, 0.21, 0.16, 0.16, 0.16, 0.19, 0.16]
}